w.
A molecular structure, C6H14NO. Source: the OMol25 dataset; level of theory: wB97M-V/def2-TZVPD.

Properties
Net charge: +1
Highest occupied orbital energy in hartree: -0.503
Multiplicity: 1
Frontier orbital gap in eV: 4.97

Each line ends with the natural charge from an NBO analysis.
CARTESIAN COORDINATES (ANGSTROEM)
C: 0.77189 -0.07767 -1.40997  -0.237
C: 0.91687 -1.73468 -1.13300  -0.215
C: 0.21702 -0.81993 -0.19070  -0.096
C: 1.07496 -0.58669 1.06657  -0.592
C: -2.05429 -0.96448 0.80286  -0.247
C: -1.22286 -1.14331 -0.22812  -0.204
N: 0.33026 2.18663 -0.51177  -0.619
H: 1.71328 0.42860 -1.26878  0.249
H: 0.20605 0.19615 -2.29444  0.256
H: 1.98032 -1.90455 -1.28533  0.258
H: 0.31578 -2.19097 -1.90592  0.228
H: 1.27582 0.44252 1.31167  0.241
H: 1.97721 -1.18720 0.97560  0.233
H: -1.67252 -0.52505 1.70783  0.217
H: -3.10768 -1.18278 0.74016  0.227
H: -1.56103 -1.77013 -1.04695  0.225
H: 0.99031 2.91485 -0.19131  0.384
H: -0.27271 1.92284 0.56165  0.396
H: -0.40709 2.72070 -0.96607  0.379
H: 0.49900 -1.01882 1.87941  0.253
H: -1.16088 2.56010 1.88485  0.486
O: -0.80971 1.73387 1.50175  -0.822

---

x.
A gas-phase ion, C6H14NO (charge +1). Source: the OMol25 dataset; level of theory: wB97M-V/def2-TZVPD.

Properties
SMILES: CC[C@@H](C)[C@H]([NH3+])C=O
Net charge: +1
Highest occupied orbital energy in hartree: -0.540
Multiplicity: 1
Frontier orbital gap in eV: 11.13

Each line ends with the natural charge from an NBO analysis.
CARTESIAN COORDINATES (ANGSTROEM)
C: 0.59829 2.20181 1.51019  -0.643
C: 0.86914 1.30417 0.30811  -0.380
C: 0.15649 -0.08266 0.38657  -0.221
C: -1.31742 0.04005 0.85680  -0.651
C: 0.28288 -0.81186 -0.96785  -0.153
N: -0.99808 -1.05687 -1.71833  -0.676
C: 0.96334 -2.17618 -0.81134  0.429
O: 0.45141 -3.24362 -0.96413  -0.481
H: 0.13130 1.67326 2.33065  0.219
H: 0.08266 3.12458 1.25163  0.234
H: 1.54554 2.62171 1.86272  0.241
H: 0.56350 1.78444 -0.62893  0.196
H: 1.90846 1.00167 0.14698  0.212
H: 0.76589 -0.64266 1.09920  0.230
H: -1.69915 1.03041 0.67151  0.242
H: -1.30211 -0.22062 1.92323  0.261
H: -1.97709 -0.78463 0.59549  0.195
H: 0.91238 -0.28975 -1.69771  0.241
H: -1.25678 -0.26535 -2.30364  0.446
H: -0.91822 -1.90095 -2.30223  0.460
H: -1.77456 -1.22074 -1.08083  0.449
H: 2.01214 -2.08622 -0.46809  0.150

---

Quick ranking, most stable first: x, w.

---

w.
A gas-phase ion, C6H14NO (charge +1). Source: the OMol25 dataset; level of theory: wB97M-V/def2-TZVPD.

Properties
SMILES: C[NH2+]C/C(C)=C(/C)O
Net charge: +1
Highest occupied orbital energy in hartree: -0.451
Multiplicity: 1
Frontier orbital gap in eV: 9.25

Each line ends with the natural charge from an NBO analysis.
CARTESIAN COORDINATES (ANGSTROEM)
C: -2.89511 -0.77069 0.62603  -0.430
N: -1.70852 -0.59011 -0.14790  -0.536
C: -1.28886 0.91141 -0.06879  -0.218
C: 0.43316 0.48918 -0.04474  -0.094
C: 1.18022 1.86365 -0.22937  -0.632
C: 1.24744 -0.65747 -0.11943  0.287
C: 2.74689 -0.39321 -0.20131  -0.682
O: 0.59090 -1.80990 -0.15262  -0.703
H: -3.35803 -1.69462 0.69039  0.241
H: -2.44027 -0.75214 1.62128  0.222
H: -3.67924 -0.11159 0.51735  0.237
H: -1.67628 -0.77185 -1.18036  0.435
H: -1.01518 -1.33376 -0.00281  0.475
H: -1.62718 1.62483 -0.74396  0.244
H: -1.36802 1.28755 1.01544  0.248
H: 0.38601 2.72968 0.08393  0.213
H: 1.46225 1.86279 -1.22838  0.220
H: 2.16908 1.81014 0.32732  0.220
H: 3.23331 -1.24535 0.22279  0.229
H: 3.10431 0.50426 0.34186  0.256
H: 3.21301 -0.45752 -1.19623  0.253
H: 1.29011 -2.49530 -0.13050  0.517

---

x.
A gas-phase ion, C6H14NO (charge +1). Source: the OMol25 dataset; level of theory: wB97M-V/def2-TZVPD.

Properties
SMILES: C=CCC[C@@H]([NH3+])CO
Net charge: +1
Highest occupied orbital energy in hartree: -0.480
Multiplicity: 1
Frontier orbital gap in eV: 9.76

Each line ends with the natural charge from an NBO analysis.
CARTESIAN COORDINATES (ANGSTROEM)
C: 0.81965 0.03472 3.50303  -0.332
C: 0.87053 0.21875 2.19365  -0.249
C: 0.46632 -0.85098 1.19543  -0.479
C: 0.82722 -0.58555 -0.29649  -0.429
C: -0.52034 -0.24366 -1.00085  -0.073
N: -1.14343 0.99388 -0.46889  -0.687
C: -0.09947 0.01956 -2.49149  -0.075
O: -1.27103 0.69485 -2.97762  -0.771
H: 1.08055 0.68907 4.30704  0.223
H: 0.32467 -0.86976 3.86378  0.190
H: 1.35530 1.12102 1.83397  0.198
H: 0.98701 -1.74669 1.62913  0.257
H: -0.58006 -1.19010 1.25944  0.211
H: 1.56270 0.19976 -0.52581  0.227
H: 1.22071 -1.58278 -0.63566  0.261
H: -1.21069 -1.11788 -0.97639  0.243
H: -1.11090 1.74285 -1.16097  0.468
H: -0.80109 1.30868 0.43885  0.450
H: -2.12427 0.89436 -0.19812  0.451
H: 0.01321 -0.95369 -3.02472  0.219
H: 0.77433 0.67900 -2.55609  0.189
H: -1.44091 0.54461 -3.91121  0.508

---

Quick ranking, most stable first: x, w.

---

w.
CH2N2O3Si in the gas phase. Source: the OMol25 dataset; level of theory: wB97M-V/def2-TZVPD.

Properties
SMILES: N#C[Si@@H](O)[N+](=O)[O-]
Net charge: 0
Highest occupied orbital energy in hartree: -0.383
Multiplicity: 1
Frontier orbital gap in eV: 9.92

Each line ends with the natural charge from an NBO analysis.
CARTESIAN COORDINATES (ANGSTROEM)
N: 0.34761 2.90184 0.48627  -0.225
C: 0.42202 1.90054 -0.05733  -0.205
Si: 0.63889 0.07415 -0.52603  1.593
O: 1.48869 -0.86546 0.45295  -1.114
N: -1.38771 -0.56702 0.01807  0.340
O: -2.31745 -0.49031 -0.72560  -0.371
O: -1.34311 -1.15943 1.05820  -0.421
H: 1.09839 -0.34404 -1.85459  -0.153
H: 1.05266 -1.45027 1.14806  0.556

---

x.
2 unconnected molecules or ions with the total composition CH2N2O3Si. Source: the OMol25 dataset; level of theory: wB97M-V/def2-TZVPD.

Properties
Net charge: 0
Highest occupied orbital energy in hartree: -0.418
Multiplicity: 1
Frontier orbital gap in eV: 9.02

Each line ends with the natural charge from an NBO analysis.
CARTESIAN COORDINATES (ANGSTROEM)
C: 0.60442 2.15035 0.07767  -0.240
N: 0.79900 3.21892 -0.23512  -0.173
N: 2.24189 -0.19534 -0.09538  0.209
O: 2.74302 -1.18612 0.43507  -0.353
O: 2.74936 0.47490 -0.97925  -0.346
O: -1.26611 -0.74455 -0.73656  -0.930
Si: 0.54038 0.34371 0.45388  1.472
H: -1.15798 -0.79529 -1.63734  0.452
H: 0.46444 -0.28087 1.87754  -0.092

---

Quick ranking, most stable first: w, x.

---

w.
A molecular structure, C2HN3O3. Source: the OMol25 dataset; level of theory: wB97M-V/def2-TZVPD.

Properties
Net charge: 0
Highest occupied orbital energy (spin up / spin down) in hartree: -0.373 / -0.376
Multiplicity: 1
Frontier orbital gap (spin up / spin down) in eV: 8.26 / 8.42

Each line ends with the natural charge from an NBO analysis.
CARTESIAN COORDINATES (ANGSTROEM)
C: -1.17243 -0.13992 -0.11346  -0.184
C: -0.70596 -1.46374 -0.12604  0.205
N: -0.51548 0.97752 0.17241  0.320
N: -0.23780 -2.50471 -0.11269  -0.237
N: 2.14660 0.36082 0.53192  0.451
O: 1.09928 0.84975 0.89544  -0.244
O: 2.32806 -0.11727 -0.51096  -0.300
O: -0.82984 2.13698 0.05659  -0.279
H: -2.11243 -0.09941 -0.79321  0.267

---

x.
C2HN3O3 in the gas phase. Source: the OMol25 dataset; level of theory: wB97M-V/def2-TZVPD.

Properties
SMILES: O=c1nnnc(O)o1
Net charge: 0
Highest occupied orbital energy in hartree: -0.378
Multiplicity: 1
Frontier orbital gap in eV: 9.25

Each line ends with the natural charge from an NBO analysis.
CARTESIAN COORDINATES (ANGSTROEM)
O: 2.37354 -1.01068 0.44823  -0.463
C: 1.48516 -0.22404 0.05689  0.814
N: 1.40960 1.30858 -0.47638  -0.203
N: 0.32061 1.85942 0.02941  0.042
N: -0.95800 1.25148 0.58080  -0.360
C: -0.89178 -0.05094 0.07491  0.808
O: -1.97266 -0.71137 0.01101  -0.605
O: 0.07428 -0.89378 -0.32915  -0.539
H: -1.84075 -1.52866 -0.39573  0.505

---

y.
C2HN3O3 in the gas phase. Source: the OMol25 dataset; level of theory: wB97M-V/def2-TZVPD.

Properties
SMILES: O=c1nnc(O)no1
Net charge: 0
Highest occupied orbital energy in hartree: -0.384
Multiplicity: 1
Frontier orbital gap in eV: 8.42

Each line ends with the natural charge from an NBO analysis.
CARTESIAN COORDINATES (ANGSTROEM)
O: -2.62285 -1.03471 0.40741  -0.497
C: -1.59641 -0.49000 0.03844  0.771
N: -0.89860 -0.70772 -1.20819  -0.086
N: 0.31288 -0.42952 -1.12036  -0.154
C: 0.88940 0.19028 -0.07216  0.537
O: 2.19336 0.36972 -0.27418  -0.617
N: 0.26766 0.73375 0.94873  -0.122
O: -1.16071 0.52872 0.74800  -0.343
H: 2.61527 0.83947 0.53231  0.513

---

Quick ranking, most stable first: y, x, w.

---

w.
C2HN3O3 in the gas phase. Source: the OMol25 dataset; level of theory: wB97M-V/def2-TZVPD.

Properties
SMILES: O=c1nnonc1O
Net charge: 0
Highest occupied orbital energy in hartree: -0.384
Multiplicity: 1
Frontier orbital gap in eV: 9.23

Each line ends with the natural charge from an NBO analysis.
CARTESIAN COORDINATES (ANGSTROEM)
O: 1.24749 -1.59215 -0.53416  -0.478
C: 0.41289 -0.74059 -0.38463  0.528
N: -0.36504 -0.22735 -1.46447  -0.253
N: -1.07077 0.73707 -1.39300  0.228
O: -1.16032 1.36165 -0.21424  -0.178
N: -0.64415 0.90623 0.96470  -0.090
C: 0.20594 0.00448 0.84662  0.369
O: 1.11401 -0.30407 1.84270  -0.619
H: 1.23736 -1.21847 1.72303  0.493

---

x.
2 unconnected molecules or ions with the total composition C2HN3O3. Source: the OMol25 dataset; level of theory: wB97M-V/def2-TZVPD.

Properties
Net charge: 0
Highest occupied orbital energy in hartree: -0.315
Multiplicity: 1
Frontier orbital gap in eV: 7.65

Each line ends with the natural charge from an NBO analysis.
CARTESIAN COORDINATES (ANGSTROEM)
C: -1.32094 0.19291 -0.35732  0.818
C: 1.31615 1.30789 0.29291  0.820
N: -1.18989 -0.98629 -0.01922  -0.078
N: -0.43118 -2.02750 0.30662  -0.175
N: 1.97317 0.38221 0.04939  -0.724
O: -1.72348 1.25426 -0.46703  -0.350
O: 0.64710 2.24610 0.19927  -0.510
O: -1.51274 -2.07895 -0.69455  -0.216
H: 2.24180 -0.29062 0.68992  0.414

---

Quick ranking, most stable first: w, x.